DFT (wB97M-V/def2-TZVPD) results for a molecular structure, C3H11GaN.

Each line ends with the Löwdin charge.
Geometry (Å):
C: -1.771 1.349 1.230  -0.14
C: -1.381 0.495 0.026  -0.29
C: 0.080 0.063 0.037  -0.46
N: 0.448 -0.745 -1.113  -0.23
Ga: 2.356 -1.265 -1.030  0.11
H: -1.886 0.738 2.127  0.06
H: -0.987 2.082 1.439  0.06
H: -2.704 1.890 1.065  0.05
H: -1.575 1.038 -0.903  0.09
H: -2.005 -0.405 -0.008  0.09
H: 0.706 0.963 0.029  0.08
H: 0.278 -0.427 1.011  0.09
H: -0.055 -1.624 -1.012  -0.01
H: 2.486 -2.391 0.140  -0.17
H: 3.157 0.071 -0.586  -0.16
H: 2.853 -1.832 -2.451  -0.18

Atomic forces in eV per Å
0.149 -0.061 0.014
-0.167 -0.011 -0.084
0.075 0.049 -0.106
0.208 -0.129 0.267
-0.048 0.134 0.061
0.006 0.010 0.036
-0.041 0.067 -0.006
-0.063 -0.001 0.030
0.052 -0.008 -0.017
-0.058 0.019 -0.031
0.003 0.026 0.047
0.029 -0.012 0.043
-0.095 -0.013 -0.166
0.011 -0.028 -0.020
-0.012 -0.011 -0.050
-0.048 -0.029 -0.016

Kohn-Sham gap	7.57	eV
calculated total energy	-2100.42412	Eh
highest occupied orbital energy	-3.7	eV
ΔE to the lowest compared entry with this formula, charge and spin	0.0000	eV
charge	-1

---

DFT (wB97M-V/def2-TZVPD) results for a molecular structure, C3H11ISb.

Each line ends with the Löwdin charge.
Geometry (Å):
C: -2.397 -0.694 0.117  -0.17
C: -1.039 -0.187 -0.354  -0.49
C: 0.068 -0.104 0.672  -0.99
Sb: 2.051 0.495 -0.305  0.43
I: -0.436 1.294 2.224  0.59
H: -2.302 -1.698 0.534  0.06
H: -2.814 -0.051 0.890  0.02
H: -3.109 -0.742 -0.709  0.06
H: -1.150 0.788 -0.838  0.09
H: -0.667 -0.867 -1.127  0.08
H: 0.222 -1.066 1.162  0.00
H: 2.523 -1.225 -0.216  -0.14
H: 1.315 0.171 -1.902  -0.12
H: 1.434 2.161 -0.361  -0.12
H: 2.733 0.773 1.303  -0.13
H: 3.567 0.951 -1.089  -0.16

Atomic forces in eV per Å
0.052 -0.066 0.023
0.031 -0.053 -0.011
-0.015 0.023 -0.299
0.101 0.107 -0.111
0.000 0.002 0.140
-0.011 -0.051 0.054
-0.039 0.065 0.066
-0.032 0.012 -0.052
0.008 0.046 -0.033
0.030 0.016 -0.094
-0.010 0.018 0.194
0.013 -0.062 -0.002
-0.041 -0.009 0.026
-0.004 -0.004 0.030
-0.046 0.002 0.033
-0.036 -0.046 0.036

Kohn-Sham gap	6.67	eV
calculated total energy	-658.69312	Eh
highest occupied orbital energy	-3.7	eV
charge	-1

---

DFT (wB97M-V/def2-TZVPD) results for 2 unconnected molecules or ions with the total composition C3H11N.

Each line ends with the Löwdin charge.
Geometry (Å):
C: 2.654 -1.637 -0.384  -0.13
C: 1.300 -1.086 -0.896  -0.36
N: 0.300 -1.098 0.197  -0.05
H: 3.261 -1.791 -1.293  0.07
H: 3.212 -1.099 0.445  0.08
H: 2.398 -2.459 0.275  0.05
H: 1.434 -0.124 -1.291  0.06
H: 0.917 -1.648 -1.820  0.12
H: 0.626 -0.346 0.843  0.08
H: -0.725 -1.200 -0.035  0.08
C: -3.672 3.275 0.940  -0.08
H: -3.348 2.939 -0.082  0.02
H: -4.728 3.163 0.898  -0.03
H: -3.397 4.357 0.832  0.02
H: -3.439 2.580 1.885  0.07

Atomic forces in eV per Å
-0.408 0.508 0.584
-0.879 -1.570 0.002
0.258 0.214 -0.026
0.214 -0.460 0.944
-0.621 0.665 -1.529
0.085 -1.243 -0.885
0.261 1.751 -0.486
0.604 0.179 1.564
-1.516 -0.892 -0.567
1.999 0.851 0.399
0.704 -0.800 -0.172
0.144 -0.649 1.265
-1.173 0.396 -0.129
-0.157 -0.948 1.338
0.485 1.998 -2.302

structure (SMILES)	CCN.C
Kohn-Sham gap	9.82	eV
calculated total energy	-175.58713	Eh
highest occupied orbital energy	-8.9	eV
ΔE to the lowest compared entry with this formula, charge and spin	1.5265	eV
charge	0

---

DFT (wB97M-V/def2-TZVPD) results for 2 unconnected molecules or ions with the total composition C3H11N.

Each line ends with the Löwdin charge.
Geometry (Å):
C: 0.858 0.627 -2.224  -0.12
C: 0.344 0.011 -0.910  -0.37
N: 1.478 -0.182 -0.030  -0.01
H: 1.016 1.701 -2.204  0.07
H: 0.165 0.454 -3.056  0.06
H: 1.770 0.100 -2.517  0.06
H: -0.439 -0.733 -1.102  0.10
H: -0.249 0.849 -0.501  0.09
H: 1.314 -0.394 0.942  0.05
H: 2.044 -0.912 -0.462  0.07
C: -1.651 -0.304 2.423  -0.05
H: -1.541 0.517 1.716  0.01
H: -1.536 -1.220 1.847  0.02
H: -0.924 -0.208 3.223  0.02
H: -2.648 -0.304 2.856  0.01

Atomic forces in eV per Å
-0.249 -1.093 -0.696
-0.977 2.847 -0.055
0.396 -0.828 -0.797
0.301 -0.028 0.399
-0.114 -0.040 0.202
0.173 0.282 -0.051
0.694 -0.747 0.192
0.027 -0.363 0.319
-0.411 -0.174 -0.104
0.144 0.147 0.598
-0.200 0.026 -0.315
-0.071 0.134 0.166
0.201 -0.139 0.221
0.146 -0.143 -0.056
-0.060 0.120 -0.024

structure (SMILES)	CCN.C
Kohn-Sham gap	10.36	eV
calculated total energy	-175.62532	Eh
highest occupied orbital energy	-9.3	eV
ΔE to the lowest compared entry with this formula, charge and spin	0.4872	eV
charge	0